Formula: C25H21F24N3O6S
Source: the Open Molecules 2025 dataset
Level of theory: ωB97M-V/def2-TZVPD

Summary:
- Calculated total energy: -4375.43772 hartree
- Highest occupied orbital energy: -0.3238 Ha
- Strongest force on any atom: 8.4 eV Å⁻¹
- Frontier orbital gap: 0.253 Eh

Last column: Mulliken charge in e.
CARTESIAN COORDINATES (ANGSTROEM)
1 C -2.815 -1.466 -1.427  -0.81
2 C -1.708 -2.113 -2.490  0.62
3 O -1.762 -3.430 -2.699  -0.54
4 N -0.682 -1.276 -3.220  0.40
5 C -0.183 -1.920 -4.492  0.41
6 C -0.682 -1.200 -5.916  -0.91
7 O 0.581 -3.010 -4.598  -0.49
8 C 0.434 -0.798 -2.318  -0.10
9 C 1.792 -1.662 -1.925  -0.03
10 C 2.899 -0.987 -0.868  0.14
11 O 4.099 -1.810 -0.500  -0.49
12 C 2.604 0.516 -0.253  -0.36
13 C 1.266 1.430 -0.601  0.57
14 N 0.850 2.805 -0.111  -0.56
15 S -0.717 3.011 -0.933  0.28
16 N -1.015 1.602 -1.925  -0.34
17 C 0.219 0.718 -1.645  -0.21
18 H -2.341 -1.270 -0.370  0.18
19 H -3.788 -2.138 -1.385  0.32
20 H -3.142 -0.426 -1.882  0.23
21 H -1.157 -0.142 -5.638  0.27
22 H 0.264 -1.110 -6.603  0.30
23 H -1.566 -1.824 -6.401  0.29
24 H 1.971 -2.735 -2.380  0.37
25 H 4.914 -1.450 -0.982  0.29
26 H 3.358 1.000 0.524  0.20
27 C 1.324 0.120 3.261  -0.21
28 C 2.816 0.229 3.611  0.77
29 C 3.392 -0.966 4.365  0.39
30 F 2.775 -1.178 5.551  -0.22
31 F 4.706 -0.760 4.653  -0.29
32 F 3.032 1.394 4.279  -0.30
33 F 3.499 0.353 2.429  -0.30
34 O 0.412 0.764 4.158  -0.47
35 C 0.065 0.012 5.319  0.77
36 C 0.583 0.645 6.617  0.18
37 F 1.929 0.823 6.594  -0.21
38 F 0.317 -0.148 7.691  -0.26
39 F 0.472 -1.269 5.155  -0.26
40 F -1.294 -0.029 5.342  -0.30
41 H 1.189 0.654 2.313  0.09
42 H 1.020 -0.910 3.039  0.35
43 H 3.325 -1.880 3.769  0.01
44 H 0.119 1.624 6.788  0.25
45 C -4.597 7.354 -3.085  -0.68
46 C -4.156 5.890 -3.223  0.86
47 C -3.686 5.232 -1.929  0.13
48 F -2.620 5.862 -1.383  -0.21
49 F -3.291 3.950 -2.162  -0.28
50 F -3.214 5.799 -4.201  -0.27
51 F -5.236 5.186 -3.688  -0.33
52 O -3.619 8.347 -3.413  -0.40
53 C -2.694 8.660 -2.374  0.72
54 C -1.256 8.239 -2.706  0.21
55 F -1.167 6.915 -2.991  -0.19
56 F -0.422 8.465 -1.654  -0.25
57 F -3.143 8.135 -1.209  -0.26
58 F -2.751 10.010 -2.219  -0.29
59 H -5.393 7.509 -3.824  0.41
60 H -5.078 7.559 -2.120  0.35
61 H -4.489 5.199 -1.187  0.30
62 H -0.877 8.794 -3.572  0.23
63 C -0.041 -5.645 0.803  -0.80
64 C 0.400 -7.110 0.665  0.86
65 C 0.870 -7.768 1.959  0.11
66 F 1.936 -7.138 2.505  -0.20
67 F 1.265 -9.050 1.727  -0.29
68 F 1.341 -7.201 -0.313  -0.26
69 F -0.681 -7.814 0.200  -0.33
70 O 0.937 -4.653 0.475  -0.27
71 C 1.862 -4.340 1.515  0.56
72 C 3.300 -4.761 1.182  0.47
73 F 3.388 -6.085 0.897  -0.24
74 F 4.133 -4.535 2.234  -0.27
75 F 1.412 -4.865 2.679  -0.33
76 F 1.805 -2.990 1.669  -0.20
77 H -0.837 -5.491 0.064  0.45
78 H -0.522 -5.441 1.768  0.32
79 H 0.067 -7.801 2.701  0.28
80 H 3.679 -4.206 0.316  0.09